{
  "formula": "C35H33I2KN12O9S4",
  "method": "ωB97M-V/def2-TZVPD",
  "symbols": ["I", "I", "K", "S", "S", "S", "S", "O", "O", "O", "O", "O", "O", "O", "O", "O", "N", "N", "N", "N", "N", "N", "N", "N", "N", "N", "N", "N", "C", "C", "C", "C", "C", "C", "C", "C", "C", "C", "C", "C", "C", "C", "C", "C", "C", "C", "C", "C", "C", "C", "C", "C", "C", "C", "C", "C", "C", "C", "C", "C", "C", "C", "C", "H", "H", "H", "H", "H", "H", "H", "H", "H", "H", "H", "H", "H", "H", "H", "H", "H", "H", "H", "H", "H", "H", "H", "H", "H", "H", "H", "H", "H", "H", "H", "H", "H"],
  "xyz": [[-21.3183, 3.2352, -4.2300], [-18.4300, 5.7438, -4.7919], [-21.3275, 6.4700, -9.3516], [-18.8922, 10.7356, -7.7505], [-31.1908, 6.9198, -6.5854], [-18.8761, 3.3900, -14.1844], [-17.3477, 8.1497, -9.3509], [-17.1351, 6.6928, -9.2509], [-30.4937, 6.3543, -5.4238], [-22.1045, 7.8555, -12.1681], [-16.5371, 8.9764, -8.4293], [-32.1210, 8.0141, -6.2873], [-31.6506, 5.9472, -7.5745], [-18.9482, 2.3997, -13.1299], [-20.3435, 6.5323, -11.7575], [-19.1965, 3.0401, -15.5439], [-23.0564, 4.0300, -9.5949], [-28.8117, 7.9084, -7.6304], [-19.7640, 4.6577, -13.6673], [-30.7925, 8.4532, -8.7071], [-15.9602, 10.8423, -14.2851], [-18.9790, 8.3747, -9.2458], [-18.9594, 1.5620, -9.1239], [-22.8543, 1.9263, -10.3995], [-24.0542, 2.4914, -10.7351], [-20.7182, 8.8908, -7.7903], [-24.0409, 7.2803, -8.3203], [-20.3278, 3.8590, -8.5769], [-28.7086, 9.2286, -9.5858], [-20.2807, 5.6522, -14.5295], [-20.2260, 1.6808, -9.5075], [-21.1861, 9.8404, -6.9466], [-28.1098, 8.5240, -8.5048], [-24.8227, 7.3547, -7.2142], [-16.6893, 4.7729, -15.0568], [-24.1740, 3.7221, -10.2947], [-18.3559, 2.5723, -8.5209], [-22.2921, 2.9316, -9.6532], [-19.2726, 3.5694, -4.3793], [-15.3033, 9.8073, -12.2710], [-17.1380, 3.8278, -14.1340], [-30.1418, 7.8370, -7.7540], [-14.8862, 3.5070, -13.2556], [-20.9576, 2.8403, -9.1753], [-21.2898, 6.9441, -12.5229], [-14.3832, 4.4402, -14.2644], [-26.6660, 8.3488, -8.3471], [-19.5455, 9.1642, -8.3335], [-20.2967, 10.8920, -6.7899], [-12.9698, 4.9493, -14.4265], [-16.2859, 10.0525, -13.2449], [-16.9955, 8.7880, -10.9203], [-19.0294, 3.7639, -8.3092], [-17.5417, 9.4058, -13.1185], [-15.6843, 9.2366, -11.0731], [-30.1072, 9.1184, -9.6076], [-17.8898, 8.6913, -11.9950], [-16.2309, 3.1669, -13.2501], [-21.4973, 6.2715, -13.8878], [-25.8664, 8.4016, -9.4958], [-24.5530, 7.9353, -9.3594], [-15.3217, 5.1262, -15.0573], [-26.0898, 7.8766, -7.1425], [-24.4384, 6.8156, -6.3590], [-17.3063, 2.4293, -8.1663], [-20.6670, 0.7673, -10.0043], [-15.2203, 11.5445, -14.2706], [-30.6639, 9.5851, -10.4245], [-18.9041, 8.2297, -11.8242], [-16.6063, 2.3834, -12.5850], [-16.5710, 11.0100, -15.0915], [-12.3137, 4.2513, -13.8362], [-22.0209, 6.8675, -14.6527], [-14.9457, 9.1514, -10.2451], [-14.2889, 10.0725, -12.4637], [-14.1819, 3.0781, -12.5175], [-22.2365, 9.8463, -6.5581], [-18.5652, 4.6273, -7.8079], [-18.2738, 9.4474, -13.9679], [-19.4855, 6.3594, -14.7631], [-12.6415, 4.9950, -15.4653], [-18.8900, 3.3731, -3.3680], [-26.7084, 7.7434, -6.2693], [-26.1265, 8.8668, -10.4574], [-20.4126, 5.1584, -15.4679], [-23.8858, 8.1218, -10.2389], [-12.8278, 5.9298, -14.0050], [-17.3644, 5.2033, -15.7381], [-25.0542, 4.3082, -10.5076], [-19.6488, 4.9280, -12.7096], [-18.8904, 2.9564, -5.2052], [-24.6781, 1.9156, -11.2850], [-28.1562, 9.7940, -10.3294], [-22.3028, 5.5333, -13.7367], [-20.4197, 11.7795, -6.1682], [-14.9734, 5.9915, -15.6321]],
  "forces_ev_per_angstrom": [[-0.467, 0.289, -0.187], [-1.012, -1.943, 0.247], [0.041, 0.537, 0.148], [-0.227, -0.842, -0.064], [-0.480, 0.477, -0.321], [0.585, -0.587, 1.969], [-1.974, -0.577, 2.490], [0.198, 1.471, -0.543], [-0.242, 0.733, -1.270], [0.806, -1.506, -0.868], [-0.833, -0.872, -0.782], [0.159, -0.933, 0.479], [-0.272, -0.349, 0.725], [-0.440, 0.182, -0.545], [-0.674, -0.353, -1.548], [-0.286, 0.550, 0.151], [-1.494, 0.717, -0.403], [-1.701, -1.846, 2.095], [1.001, -2.443, -0.559], [-1.252, -0.166, -0.507], [0.276, 1.839, -3.063], [1.819, -0.565, -0.074], [0.122, -0.742, -0.202], [-0.216, 1.530, 1.139], [1.138, -1.903, -0.426], [-0.268, -0.895, -0.700], [-0.921, 1.231, 0.607], [-0.699, 0.243, -0.422], [-0.605, -0.666, 0.845], [0.630, 0.427, -0.140], [-0.002, -0.739, 0.354], [0.691, 1.989, 0.078], [0.325, 1.896, -1.947], [0.667, -1.102, -0.158], [1.644, -0.624, 1.539], [1.441, 0.559, 1.117], [0.673, 0.140, 0.208], [-2.824, -0.870, -2.125], [1.144, 1.367, 0.108], [-1.061, -0.032, 0.044], [0.778, -0.153, -0.459], [1.483, 0.531, 0.798], [1.195, 1.027, -1.669], [2.764, -0.952, -0.091], [-0.435, 1.671, 1.698], [-1.773, 0.648, 0.830], [0.953, -0.319, -0.662], [0.135, 0.351, 0.506], [-1.471, 0.237, 0.783], [0.709, -1.848, 1.338], [-0.298, -1.369, 1.357], [0.790, -0.977, -0.483], [-0.214, 0.207, 0.883], [-0.399, 0.258, -1.695], [0.389, 0.012, 0.221], [1.426, 0.594, -0.691], [-0.532, 0.572, 1.256], [-0.655, 0.534, -0.389], [-1.152, 0.007, -0.887], [0.953, 0.382, 1.094], [0.709, 0.292, -1.835], [-0.488, -0.716, 0.318], [-0.612, 0.109, -1.445], [0.173, 0.127, 0.196], [-0.933, 0.157, -0.509], [0.368, 1.448, 0.489], [-0.381, -0.789, 0.581], [-0.018, -0.021, 0.258], [1.241, 0.400, -0.366], [0.028, 0.523, -0.154], [0.131, -0.489, 0.983], [-0.176, 0.709, -0.749], [0.483, 0.688, 0.560], [-0.855, 0.006, -0.665], [0.568, 0.421, -0.023], [-0.493, 0.122, -0.635], [1.275, -0.349, -0.237], [-0.126, -0.373, -0.478], [0.775, 0.154, 0.802], [-0.075, 0.818, 0.262], [-0.110, -0.242, 0.042], [0.220, -0.047, -0.832], [0.015, 0.164, 0.102], [-0.219, -0.442, 0.634], [-0.943, -0.215, -0.755], [-0.369, -0.599, 0.721], [-0.154, 0.469, 0.262], [-0.771, 0.656, -0.670], [0.203, 0.305, 0.261], [0.121, 0.329, 0.906], [0.096, 0.368, 0.558], [0.006, 0.381, 0.110], [-0.091, -0.152, 0.156], [0.572, -0.372, 0.241], [-0.079, -0.343, -0.178], [-0.150, -0.533, -0.140]],
  "e_above_lowest_kj_mol": 0.00,
  "e_lumo_ev": 2.43,
  "orbital_gap_ev": 5.3,
  "mol_weight_g_mol": 1186.9,
  "total_charge": -2
}